# 1
The following is a quantum chemistry calculation of a cluster of 2 separate species, C2H6S2 in total in a non-equilibrium geometry, from OMol25.

ORCA input file:
```
! RIJCOSX wB97M-V def2-TZVPD def2/J DEFGRID3
* xyz 1 2
C -0.056 -0.112 -1.518
S 1.369 -0.330 -0.431
S -2.056 1.050 1.531
C 0.601 -0.143 1.162
H 0.288 -0.375 -2.508
H -0.860 -0.786 -1.209
H -0.450 0.910 -1.503
H 1.132 0.553 1.824
H -0.417 0.314 0.950
H 0.449 -1.082 1.702
*
```

Its expectation value of S² is 0.76. The relative energy (zero: lowest compared OMol25 entry of this formula, charge and spin) comes out at 4.842 eV. The calculation puts the total energy at -875.6929 Ha. The value obtained for the HOMO-LUMO gap (alpha / beta) is 4.8 / 4.7 eV. The value obtained for the HOMO energy (alpha / beta) is -14.2900 / -13.9974 eV. The LUMO energy (alpha / beta) is -9.5 / -9.3 eV.

natural (NBO) atomic charge list, values in e, 5 entries:
1. C -0.762
2. S 0.559
3. S 0.378
4. C -0.663
5. H 0.274

# 2
The following is a quantum chemistry calculation of a structure of composition C25H20OP2PdS2 in a non-equilibrium geometry, from OMol25.

ORCA input file:
```
! RIJCOSX wB97M-V def2-TZVPD def2/J DEFGRID3
* xyz -2 1
Pd -0.008 0.089 0.025
S -0.924 0.478 2.432
P -0.413 -1.419 2.877
C 0.112 -1.640 1.220
P 0.041 -3.180 0.376
S 0.395 -2.257 -1.354
C -1.589 -3.973 0.426
C -2.681 -3.232 -0.024
C -3.934 -3.810 -0.126
C -4.125 -5.147 0.217
C -3.045 -5.896 0.661
C -1.787 -5.313 0.758
C 1.326 -4.369 0.906
C 1.570 -4.677 2.242
C 2.519 -5.621 2.606
C 3.244 -6.292 1.630
C 3.008 -6.006 0.291
C 2.056 -5.058 -0.062
C 0.946 -1.627 4.073
C 2.256 -1.569 3.614
C 3.315 -1.743 4.492
C 3.083 -1.963 5.844
C 1.777 -1.987 6.321
C 0.720 -1.808 5.439
C -1.790 -2.496 3.354
C -1.625 -3.707 4.032
C -2.714 -4.482 4.399
C -4.004 -4.053 4.117
C -4.185 -2.834 3.473
C -3.092 -2.067 3.103
H -2.533 -2.196 -0.312
H -4.768 -3.217 -0.484
H -5.107 -5.600 0.131
H -3.179 -6.941 0.920
H -0.949 -5.924 1.078
H 1.019 -4.173 3.025
H 2.695 -5.830 3.656
H 3.987 -7.031 1.910
H 3.565 -6.522 -0.483
H 1.871 -4.844 -1.108
H 2.434 -1.386 2.558
H 4.331 -1.703 4.116
H 3.915 -2.097 6.527
H 1.585 -2.134 7.378
H -0.294 -1.804 5.823
H -0.637 -4.056 4.307
H -2.557 -5.425 4.911
H -4.859 -4.658 4.397
H -5.184 -2.481 3.247
H -3.252 -1.121 2.599
O 1.275 0.232 -1.211
*
```

The relative energy (zero: lowest compared OMol25 entry of this formula, charge and spin) comes out at 0.595 eV. The calculation puts the total energy at -2646.7251 Ha. The value obtained for the HOMO-LUMO gap (alpha / beta) is 3.7 / 3.8 eV. The value obtained for the HOMO energy (alpha / beta) is 0.8701 / 0.8013 eV. The LUMO energy (alpha / beta) is 4.6 / 4.6 eV.

natural (NBO) atomic charge list, values in e, 5 entries:
1. Pd 0.661
2. S -0.682
3. P 1.281
4. C -1.430
5. P 1.246

# 3
The following is a quantum chemistry calculation of an isolated molecule of C12H18N2O2, from OMol25.

ORCA input file:
```
! RIJCOSX wB97M-V def2-TZVPD def2/J DEFGRID3
* xyz 0 1
O -2.170 -1.039 1.211
C -2.378 -0.980 0.028
O -2.256 -2.035 -0.781
H -1.850 -2.791 -0.310
C -2.803 0.244 -0.748
C -2.630 1.559 0.012
C -1.234 1.765 0.606
C -0.097 1.554 -0.389
C 1.248 1.969 0.220
N 2.366 1.395 -0.519
H 3.078 2.094 -0.692
C 2.978 0.242 0.127
C 2.027 -0.923 0.132
C 1.422 -1.372 1.298
C 0.508 -2.412 1.222
N 0.184 -3.011 0.089
C 0.779 -2.599 -1.023
C 1.700 -1.569 -1.057
H 2.144 -1.251 -1.987
H 0.485 -3.118 -1.926
H 0.000 -2.772 2.106
H 1.643 -0.913 2.250
H 3.290 0.459 1.165
H 3.868 -0.025 -0.451
H 1.273 1.649 1.272
H 1.321 3.060 0.209
H -0.040 0.501 -0.665
H -0.271 2.130 -1.300
H -1.181 2.782 1.003
H -1.103 1.074 1.439
H -3.353 1.595 0.829
H -2.858 2.376 -0.676
H -2.235 0.252 -1.679
H -3.854 0.109 -1.014
*
```

The relative energy (zero: lowest compared OMol25 entry of this formula, charge and spin) comes out at 0.071 eV. As for the SMILES: O=C(O)CCCCCNCc1ccncc1. The calculation puts the total energy at -728.0739 Ha. The value obtained for the HOMO-LUMO gap is 9.8 eV. The value obtained for the HOMO energy is -9.0914 eV. The LUMO energy is 0.7 eV.

natural (NBO) atomic charge list, values in e, 5 entries:
1. O -0.616
2. C 0.804
3. O -0.700
4. H 0.517
5. C -0.520